(1)
The following is a DFT calculation (ωB97M-V with the def2-TZVPD basis set) of CHI3O as an isolated structure in a non-equilibrium geometry.

The molar mass comes out at 409.730 g/mol. As for the gap between HOMO and LUMO: 5.255 eV. Its spin multiplicity is 1. The value obtained for the electronic energy is -1006.9303 a.u. The calculation puts the energy above the lowest of the compared OMol25 structures with the same formula, charge and spin at 240.5 kJ/mol.

The geometry in XYZ format:
```
6
Properties=species:S:1:pos:R:3:forces:R:3:nbo_charge:R:1
C -0.289837 -0.259642 0.215199 -0.06 0.36 -0.14 -0.001
O -1.015956 0.837355 0.264862 0.73 -0.67 -0.33 -0.659
I 1.046774 -0.692765 1.788753 -0.26 0.26 -0.61 0.330
I 2.079230 0.370495 -2.224608 -0.86 -0.18 0.92 -0.560
I -1.266210 -1.844967 -0.721603 0.34 0.44 0.14 0.369
H -0.554002 1.589524 0.677396 0.11 -0.20 0.02 0.521
```
Positions in Å, forces in eV/Å.


(2)
The following is a DFT calculation (ωB97M-V with the def2-TZVPD basis set) of C14H14BrNO2Tl as an isolated structure in a non-equilibrium geometry.

The molar mass comes out at 512.558 g/mol. The charge is -1. As for the gap between HOMO and LUMO: 6.170 eV. Its spin multiplicity is 1. The value obtained for the electronic energy is -3493.4305 a.u. The calculation puts the energy above the lowest of the compared OMol25 structures with the same formula, charge and spin at 0.0 kJ/mol.

The geometry in XYZ format:
```
33
Properties=species:S:1:pos:R:3:forces:R:3:mulliken_charge:R:1
C -0.384985 1.032424 -3.838991 0.17 1.30 -1.37 -0.471
C 1.012115 1.170224 -3.601691 0.06 1.84 -1.51 -0.454
C 1.182515 1.995424 -2.453791 0.59 0.71 -0.77 -0.721
C -0.106785 2.357324 -1.974791 -0.28 0.81 -0.10 -0.474
C -1.077985 1.758624 -2.828791 -0.35 1.25 -0.96 -0.659
Tl 0.044615 -0.019476 -1.756491 4.96 3.09 2.46 1.158
N -1.269785 -1.325776 -1.727391 -5.00 -6.88 -0.79 -0.280
C -0.314985 -2.371276 -2.250091 -1.04 -1.49 0.02 -0.602
C 1.074315 -1.713776 -2.445391 0.59 -2.00 0.00 -0.998
H 2.136815 2.267924 -1.998891 -0.39 -0.11 -0.15 0.373
H 1.811515 0.721924 -4.192091 -0.34 0.06 0.34 0.446
H -0.318885 2.958524 -1.089291 0.10 -0.29 -0.34 0.441
H -2.161785 1.828124 -2.716191 0.46 -0.07 0.00 0.377
H -0.846685 0.435824 -4.627991 0.19 0.18 0.38 0.422
H 1.438615 -1.787976 -3.480091 -0.10 0.25 0.35 0.318
H -0.265885 -3.213176 -1.529891 0.06 0.17 -0.35 0.211
H -2.244185 -1.628276 -1.732391 0.37 0.25 0.03 0.026
H 1.830415 -2.075276 -1.732291 -0.30 -0.06 -0.34 0.271
H -0.691285 -2.761476 -3.216391 0.20 -0.10 0.21 0.311
Br -0.933485 2.542224 1.966909 0.09 -0.30 0.54 -0.174
C -0.442985 1.092424 3.128609 0.27 -0.69 0.24 -0.106
C -0.537485 1.349524 4.502709 0.08 -0.24 -0.14 -0.442
C -0.198185 0.370624 5.435409 0.03 -0.06 -0.47 -0.443
C 0.243415 -0.877476 5.004809 -0.09 0.25 -0.44 -0.496
C 0.348915 -1.151276 3.639809 -0.25 0.63 0.41 -0.443
C 0.009015 -0.178276 2.675309 -0.33 0.68 0.61 0.252
C 0.153815 -0.529176 1.234909 1.45 -3.20 -4.67 0.871
O 0.672415 -1.689476 0.895209 -1.57 3.83 2.06 -0.755
O -0.216985 0.309924 0.291509 0.44 -0.05 5.34 -0.476
H -0.875285 2.316824 4.852109 0.00 0.00 -0.13 0.384
H -0.275285 0.582024 6.494209 -0.03 0.07 0.00 0.354
H 0.506815 -1.636276 5.730109 0.01 -0.03 -0.02 0.364
H 0.697615 -2.131476 3.341309 -0.06 0.20 -0.42 0.414
```
Positions in Å, forces in eV/Å.


(3)
The following is a DFT calculation (ωB97M-V with the def2-TZVPD basis set) of C16H34HfP2 as an isolated structure in a non-equilibrium geometry.

The molar mass comes out at 466.886 g/mol. The charge is +2. As for the gap between HOMO and LUMO: 3.730 eV. Its spin multiplicity is 1. The value obtained for the electronic energy is -1359.9287 a.u. The calculation puts the energy above the lowest of the compared OMol25 structures with the same formula, charge and spin at 319.9 kJ/mol.

The geometry in XYZ format:
```
53
Properties=species:S:1:pos:R:3:forces:R:3:nbo_charge:R:1
P -0.037609 -1.595484 -2.093773 -0.34 -0.05 -1.17 0.763
P 0.078311 1.680847 -1.949700 0.27 0.33 -1.37 0.733
C -0.392285 -0.560692 -3.597802 0.07 -0.29 0.23 -0.700
C 0.349802 0.774288 -3.554202 -0.07 0.16 0.34 -0.696
H -1.489058 -0.432156 -3.639114 0.43 0.08 -0.08 0.232
H -0.083978 -1.149137 -4.471224 -0.20 0.15 0.02 0.242
H 1.442143 0.651742 -3.659592 -0.42 -0.09 -0.07 0.234
H 0.004050 1.440918 -4.353263 0.19 -0.14 -0.01 0.241
C -1.612890 2.357014 -2.299756 0.16 0.01 0.30 -0.933
H -1.884897 3.065716 -1.501784 -0.06 -0.17 -0.31 0.233
H -2.356749 1.542797 -2.327815 0.24 0.32 0.01 0.233
H -1.609686 2.879119 -3.264781 -0.09 -0.10 0.22 0.251
C 1.167574 3.109246 -2.323175 -0.14 0.18 0.12 -0.935
H 0.838236 3.602765 -3.249167 0.22 -0.02 0.28 0.245
H 2.198988 2.738578 -2.452090 -0.37 0.24 0.09 0.245
H 1.130714 3.820310 -1.483600 0.15 -0.08 -0.38 0.236
C -1.109083 -3.024924 -2.483919 0.14 -0.23 -0.02 -0.940
H -0.992768 -3.783259 -1.694935 -0.16 0.10 -0.34 0.237
H -0.841206 -3.457506 -3.458865 -0.20 0.00 0.28 0.247
H -2.155671 -2.678040 -2.511554 0.35 -0.22 0.01 0.240
C 1.662892 -2.184720 -2.528198 -0.19 -0.04 0.34 -0.934
H 2.373543 -1.341398 -2.526442 -0.24 -0.33 0.03 0.237
H 1.660423 -2.653951 -3.518832 0.06 0.08 0.18 0.250
H 1.979649 -2.923992 -1.776259 0.06 0.20 -0.30 0.237
Hf -0.234106 -0.019713 3.420154 -1.99 -0.41 7.04 2.586
C 0.631215 1.529352 1.825520 -2.16 2.41 -2.79 -0.200
C -0.796054 1.441904 1.750498 2.94 1.86 -2.16 -0.439
C -1.551925 0.639722 0.712712 -0.44 -0.70 -0.74 -0.510
C -1.866955 -0.865649 0.980219 -0.81 0.80 0.85 -0.505
C -0.872495 -1.644234 1.793816 2.75 -1.75 -2.34 -0.149
C 0.544694 -1.465958 1.801818 -1.84 -1.64 -1.79 -0.455
C 1.273759 -0.700009 0.721334 -0.13 0.73 -1.06 -0.531
C 1.611568 0.786071 0.976864 1.12 -1.04 0.75 -0.491
C 0.008717 -1.756844 4.777355 0.31 -0.16 -0.31 -1.377
H 1.053518 2.422766 2.299154 -0.33 -0.41 0.39 0.286
H -1.379984 2.261933 2.192076 0.41 -0.26 0.58 0.302
H -1.024305 0.700825 -0.256964 0.09 -0.05 0.75 0.304
H -2.519234 1.151710 0.553471 0.42 -0.22 0.26 0.275
H -2.860253 -0.919358 1.471637 0.42 -0.23 -0.06 0.254
H -2.027399 -1.351566 -0.001584 0.37 -0.05 0.39 0.336
H -1.302228 -2.536418 2.262792 0.31 0.40 0.58 0.288
H 1.154147 -2.196940 2.350616 -0.50 0.20 0.10 0.303
H 0.649797 -0.732754 -0.208620 0.36 -0.07 0.85 0.288
H 2.204027 -1.246682 0.469580 -0.44 0.24 0.36 0.276
H 2.628682 0.847675 1.409520 -0.50 0.19 0.12 0.256
H 1.707459 1.276631 -0.015808 -0.43 0.08 0.48 0.324
H 0.738268 -1.526637 5.578064 -0.23 -0.06 -0.24 0.294
H 0.322557 -2.706673 4.310830 -0.17 0.25 0.38 0.262
H -0.947198 -1.965102 5.301388 0.10 0.14 -0.10 0.285
C 0.527934 1.471395 4.853152 0.67 0.04 -0.48 -1.317
H 0.129876 2.489085 4.679986 0.09 -0.29 -0.10 0.274
H 1.630362 1.553788 4.828137 -0.27 0.11 0.21 0.286
H 0.245132 1.183602 5.882099 0.04 -0.19 -0.30 0.294
```
Positions in Å, forces in eV/Å.


(4)
The following is a DFT calculation (ωB97M-V with the def2-TZVPD basis set) of a 2-piece molecular cluster, C2H8NOS overall in a non-equilibrium geometry.

The molar mass comes out at 94.159 g/mol. The charge is -1. As for the gap between HOMO and LUMO: 6.989 eV. Its spin multiplicity is 1. The value obtained for the electronic energy is -609.2195 a.u. The calculation puts the energy above the lowest of the compared OMol25 structures with the same formula, charge and spin at 11.8 kJ/mol.

The geometry in XYZ format:
```
13
Properties=species:S:1:pos:R:3:forces:R:3:nbo_charge:R:1
C 1.400260 -0.347949 0.573377 0.54 -0.40 0.82 -0.225
C -0.124476 -0.325997 0.661644 0.04 -0.17 -0.62 -0.533
S -0.894128 -1.328286 -0.671579 -0.13 0.22 0.16 -0.741
N 2.009658 -0.141492 -0.736022 -0.44 -0.04 -0.39 -0.852
H 1.758011 -1.316492 0.954433 -0.16 0.00 -0.26 0.170
H 1.836999 0.368088 1.283174 -0.10 0.23 -0.10 0.154
H -0.454139 0.722239 0.672542 -0.04 0.06 -0.20 0.140
H -0.425146 -0.731994 1.618397 -0.01 -0.10 0.40 0.185
H 1.575918 0.690335 -1.129112 0.14 0.27 0.05 0.333
H 1.571423 -0.850699 -1.334575 0.14 -0.05 0.18 0.377
H -2.102859 1.314312 -0.289642 0.05 -0.06 -0.11 0.478
H -3.179483 0.512330 -0.912781 0.24 0.20 0.00 0.488
O -2.972035 1.435600 -0.689850 -0.26 -0.18 0.06 -0.974
```
Positions in Å, forces in eV/Å.